The following is a quantum chemistry calculation of a 10-piece molecular cluster, C45H105F5N15O20P5 overall in a non-equilibrium geometry, from the Open Molecules 2025 dataset.

## Properties
LUMO (eV): 0.1
Relative energy (zero: lowest compared OMol25 entry of this formula, charge and spin) (kcal per mole): 0.0
Structure (SMILES): CN(C)P(=O)(N(C)C)N(C)C.CN(C)P(=O)(N(C)C)N(C)C.CN(C)P(=O)(N(C)C)N(C)C.CN(C)P(=O)(N(C)C)N(C)C.CN(C)P(=O)(N(C)C)N(C)C.O=C1OC[C@@H](F)O1.O=C1OC[C@@H](F)O1.O=C1OC[C@@H](F)O1.O=C1OC[C@@H](F)O1.O=C1OC[C@@H](F)O1
Gap between HOMO and LUMO (hartree): 0.3057
DFT total energy (eV): -171702.9325

Geometry as ORCA input:
```
! wB97M-V def2-TZVPD RIJCOSX def2/J DEFGRID3
* xyz 0 1
C 21.171 18.986 14.386
N 19.918 18.506 14.969
C 19.891 18.556 16.467
P 18.542 18.332 13.931
O 17.510 17.463 14.649
N 18.098 19.962 13.579
C 17.188 20.709 14.512
C 19.042 20.848 12.873
N 19.135 17.617 12.523
C 20.118 16.491 12.604
C 18.421 17.659 11.269
H 21.120 19.295 13.342
H 21.972 18.255 14.489
H 21.420 19.876 14.964
H 19.657 19.602 16.668
H 20.875 18.304 16.860
H 19.110 17.955 16.933
H 16.162 20.713 14.147
H 17.265 20.172 15.458
H 17.510 21.741 14.648
H 19.791 21.068 13.634
H 19.566 20.313 12.081
H 18.562 21.803 12.661
H 20.365 15.995 11.666
H 21.078 16.872 12.953
H 19.760 15.686 13.246
H 18.134 18.689 11.053
H 17.578 16.969 11.303
H 19.158 17.447 10.494
C 11.359 11.105 17.522
N 11.587 12.372 16.723
C 11.574 12.141 15.251
P 11.018 13.938 17.302
O 11.594 15.097 16.510
N 9.289 13.858 17.321
C 8.543 15.093 17.170
C 8.532 12.962 18.181
N 11.456 13.957 18.925
C 11.050 15.161 19.709
C 12.770 13.365 19.374
H 10.777 10.361 16.978
H 10.903 11.347 18.482
H 12.299 10.579 17.691
H 12.233 11.310 14.999
H 11.934 13.052 14.773
H 10.594 11.880 14.850
H 7.509 14.880 16.899
H 8.483 15.692 18.079
H 8.909 15.735 16.369
H 7.467 13.183 18.248
H 8.830 11.923 18.040
H 8.894 13.147 19.192
H 11.587 16.050 19.380
H 9.979 15.324 19.828
H 11.319 15.047 20.759
H 13.573 13.985 18.974
H 12.867 12.330 19.048
H 12.756 13.304 20.462
C 13.980 18.749 10.672
N 12.557 19.052 10.815
C 12.221 20.372 10.217
P 11.334 17.798 11.108
O 9.919 18.187 10.769
N 11.961 16.348 10.318
C 11.321 15.041 10.672
C 12.061 16.409 8.852
N 11.601 17.305 12.754
C 10.488 17.211 13.686
C 12.933 16.879 13.233
H 14.220 19.193 9.706
H 14.315 17.713 10.719
H 14.667 19.194 11.392
H 12.923 20.693 9.448
H 12.131 21.071 11.049
H 11.268 20.258 9.700
H 11.929 14.247 10.237
H 11.248 14.772 11.726
H 10.322 14.940 10.248
H 11.038 16.334 8.484
H 12.534 17.315 8.474
H 12.665 15.581 8.479
H 9.594 16.705 13.322
H 10.755 16.629 14.568
H 10.092 18.187 13.966
H 12.832 16.284 14.141
H 13.635 17.661 13.521
H 13.444 16.265 12.491
C 20.901 15.707 23.057
N 20.525 17.017 22.572
C 21.600 18.009 22.590
P 18.911 17.336 22.083
O 18.224 16.254 21.398
N 18.168 17.667 23.607
C 18.351 18.870 24.337
C 17.500 16.617 24.343
N 18.844 18.807 21.228
C 17.464 19.317 20.981
C 19.612 18.776 20.057
H 21.275 15.117 22.221
H 20.074 15.152 23.499
H 21.698 15.783 23.798
H 22.400 17.594 21.978
H 21.917 18.193 23.617
H 21.207 18.948 22.202
H 19.212 19.415 23.951
H 17.416 19.425 24.265
H 18.682 18.690 25.360
H 16.457 16.620 24.028
H 17.980 15.678 24.071
H 17.581 16.741 25.423
H 16.846 19.304 21.879
H 17.472 20.390 20.795
H 16.992 18.761 20.171
H 19.374 17.975 19.357
H 20.657 18.576 20.292
H 19.522 19.748 19.572
C 18.444 11.661 13.033
N 17.689 10.575 13.712
C 18.115 9.216 13.527
P 16.711 10.878 15.140
O 17.553 11.146 16.351
N 15.793 12.261 14.627
C 15.181 13.160 15.626
C 15.231 12.395 13.276
N 15.554 9.611 15.198
C 14.479 9.455 14.235
C 15.593 8.703 16.306
H 17.808 12.514 12.799
H 18.875 11.346 12.083
H 19.319 11.959 13.611
H 18.256 8.711 14.482
H 19.145 9.227 13.171
H 17.611 8.616 12.769
H 14.213 12.706 15.837
H 15.744 13.306 16.549
H 14.989 14.180 15.292
H 15.544 13.296 12.749
H 15.568 11.599 12.613
H 14.148 12.321 13.381
H 14.948 9.573 13.258
H 14.058 8.470 14.440
H 13.715 10.232 14.257
H 16.578 8.254 16.434
H 14.748 8.017 16.244
H 15.462 9.209 17.262
O 10.848 18.017 21.756
C 11.991 17.729 22.096
O 12.805 18.561 22.663
C 14.020 17.919 22.806
C 13.556 16.463 23.093
F 13.270 16.508 24.409
O 12.466 16.472 22.189
H 14.594 17.994 21.882
H 14.550 18.434 23.607
H 14.338 15.706 23.029
O 14.103 22.000 22.330
C 14.246 22.147 21.143
O 15.156 21.549 20.328
C 14.801 21.768 19.002
C 14.072 23.131 19.101
F 13.083 23.230 18.183
O 13.595 22.976 20.330
H 15.424 21.672 18.113
H 13.982 21.076 18.805
H 14.652 24.050 19.015
O 11.700 20.685 19.360
C 11.489 20.025 18.346
O 11.814 18.736 18.185
C 11.207 18.226 17.084
C 10.575 19.440 16.345
F 9.264 19.216 16.233
O 10.750 20.471 17.205
H 11.915 17.656 16.483
H 10.474 17.453 17.316
H 11.105 19.608 15.408
O 18.227 10.253 19.526
C 17.802 11.363 19.879
O 16.972 12.192 19.228
C 16.904 13.403 19.937
C 17.196 12.976 21.377
F 16.187 12.739 22.210
O 18.013 11.868 21.173
H 17.651 14.164 19.709
H 15.884 13.784 19.901
H 17.751 13.779 21.861
O 15.067 16.147 20.232
C 14.931 16.571 19.089
O 14.849 15.816 17.990
C 14.732 16.676 16.786
C 15.308 17.965 17.461
F 14.713 19.016 16.860
O 14.787 17.807 18.794
H 15.299 16.428 15.889
H 13.783 16.874 16.288
H 16.393 17.995 17.366
*
```

Löwdin population analysis, charges in e, atoms 1 to 8: -0.16 -0.30 -0.09 0.62 -0.33 -0.31 -0.08 -0.12

---

The following is a quantum chemistry calculation of C16H27MnO12P2Sb2 as an isolated structure in a non-equilibrium geometry, from the Open Molecules 2025 dataset.

## Properties
LUMO (alpha / beta) (eV): 1.8 / 1.6
Expectation value of S²: 8.83
Relative energy (zero: lowest compared OMol25 entry of this formula, charge and spin) (kcal per mole): 78.5
Gap between HOMO and LUMO (alpha / beta) (hartree): 0.2419 / 0.2556
DFT total energy (eV): -104582.5978

Geometry as ORCA input:
```
! wB97M-V def2-TZVPD RIJCOSX def2/J DEFGRID3
* xyz -1 6
Mn 0.069 -1.732 -1.017
O -1.742 0.526 -3.743
C -1.618 0.012 -2.420
O -0.358 -0.590 -2.340
C -2.718 -1.059 -2.219
O -2.199 -2.250 -1.609
C -2.731 -2.545 -0.324
C -2.273 -1.512 0.688
O -2.883 -1.362 1.729
O -1.213 -0.850 0.308
H -0.911 0.300 -4.181
H -3.551 -0.668 -1.633
H -3.080 -1.346 -3.205
H -3.817 -2.605 -0.343
H -2.322 -3.513 -0.036
C -2.711 3.081 -2.454
Sb -1.675 1.786 -1.054
C -3.495 1.522 0.071
C 2.375 3.219 -0.463
C 1.680 3.484 0.723
C 0.763 4.568 0.770
C 0.021 4.845 1.892
C 0.167 4.045 3.030
C 1.065 2.982 3.015
C 1.829 2.674 1.893
C 2.737 1.485 1.898
Sb 1.778 -0.279 0.998
C 0.814 -0.764 2.847
C 3.507 -1.507 1.320
H -3.033 3.984 -1.921
H -3.585 2.557 -2.847
H -2.061 3.359 -3.286
H -3.796 2.520 0.401
H -3.330 0.881 0.939
H -4.287 1.104 -0.555
H 2.203 3.831 -1.342
H 3.063 2.390 -0.567
H 0.648 5.173 -0.124
H -0.678 5.674 1.895
H -0.417 4.249 3.920
H 1.174 2.359 3.900
H 2.979 1.152 2.910
H 3.662 1.649 1.337
H 1.561 -0.840 3.638
H 0.291 -1.710 2.723
H 0.083 0.011 3.085
H 4.009 -1.205 2.239
H 4.186 -1.410 0.471
H 3.186 -2.547 1.388
O 3.344 -4.052 -2.174
P 2.005 -3.285 -2.531
O 1.734 -3.233 -3.964
O 1.913 -2.000 -1.672
O 0.825 -4.212 -1.765
P 0.902 -4.365 -0.153
O -0.215 -5.462 0.156
O 2.243 -4.816 0.282
O 0.338 -3.040 0.381
H 3.331 -4.343 -1.228
H 0.213 -6.319 0.322
*
```

Löwdin population analysis, charges in e, atoms 1 to 8: 0.87 -0.07 -0.70 -0.29 -0.12 -0.17 -0.10 -0.62

---

The following is a quantum chemistry calculation of C2H6O3P as an isolated structure in a non-equilibrium geometry, from the Open Molecules 2025 dataset.

## Properties
LUMO (eV): 4.5
Relative energy (zero: lowest compared OMol25 entry of this formula, charge and spin) (kcal per mole): 62.7
Gap between HOMO and LUMO (hartree): 0.3205
DFT total energy (eV): -17603.2560

Geometry as ORCA input:
```
! wB97M-V def2-TZVPD RIJCOSX def2/J DEFGRID3
* xyz -1 1
C 1.364 0.670 -0.921
C -0.772 -1.240 0.930
O 1.147 0.801 0.419
O 0.105 0.481 -1.478
O -1.337 1.604 0.980
P -0.767 0.505 0.097
H 2.021 1.569 -1.300
H 2.123 -0.205 -1.113
H -1.758 -0.079 -0.727
H 0.009 -1.114 1.723
H -0.424 -1.839 0.079
H -1.711 -1.153 1.311
*
```

Löwdin population analysis, charges in e, atoms 1 to 8: -0.55 -0.20 -0.29 -0.29 -0.45 0.55 0.10 0.10

---

The following is a quantum chemistry calculation of the molecule C7H13N in a non-equilibrium geometry, from the Open Molecules 2025 dataset.

## Properties
LUMO (eV): 1.1
Relative energy (zero: lowest compared OMol25 entry of this formula, charge and spin) (kcal per mole): 75.3
Structure (SMILES): C=C/C=C/C[C@H](C)N
Gap between HOMO and LUMO (hartree): 0.3645
DFT total energy (eV): -8956.6670

Geometry as ORCA input:
```
! wB97M-V def2-TZVPD RIJCOSX def2/J DEFGRID3
* xyz 0 1
C -0.115 0.588 -3.983
C -0.029 1.060 -2.757
C 0.302 0.095 -1.629
C 0.729 0.395 -0.405
C 0.875 -0.582 0.710
C -0.320 -0.670 1.573
C -0.584 0.871 2.051
N -0.042 -1.591 2.749
H -0.160 -0.440 -4.402
H -0.412 1.286 -4.873
H -0.361 2.134 -2.502
H 0.300 -0.964 -1.969
H 0.984 1.385 -0.089
H 1.239 -1.564 0.318
H 1.703 -0.387 1.506
H -1.311 -0.989 1.140
H -0.999 1.523 1.404
H 0.188 1.325 2.693
H -1.607 0.782 2.754
H 0.637 -2.281 2.476
H -1.017 -1.977 3.236
*
```

Löwdin population analysis, charges in e, atoms 1 to 8: -0.05 -0.19 -0.11 -0.14 -0.25 -0.45 -0.07 -0.02

---

The following is a quantum chemistry calculation of an isolated ion of composition C3H5O2S and charge -1 in a non-equilibrium geometry, from the Open Molecules 2025 dataset.

## Properties
LUMO (eV): 3.2
Relative energy (zero: lowest compared OMol25 entry of this formula, charge and spin) (kcal per mole): 2.0
Structure (SMILES): O=C([O-])CCS
Gap between HOMO and LUMO (hartree): 0.2669
DFT total energy (eV): -18123.9414

Geometry as ORCA input:
```
! wB97M-V def2-TZVPD RIJCOSX def2/J DEFGRID3
* xyz -1 1
O -2.092 1.310 0.462
C -1.012 0.941 0.986
O -0.789 0.612 2.146
C 0.142 0.636 -0.007
C 0.014 -0.818 -0.394
S 1.248 -1.401 -1.577
H 0.017 1.259 -0.889
H 1.107 0.808 0.484
H 0.021 -1.423 0.523
H -0.968 -0.943 -0.844
H 2.311 -0.981 -0.889
*
```

Löwdin population analysis, charges in e, atoms 1 to 8: -0.10 -0.79 -0.07 -0.24 -0.61 0.64 0.09 0.09

---

The following is a quantum chemistry calculation of the molecule C6H10, from the Open Molecules 2025 dataset.

## Properties
LUMO (eV): 1.3
Relative energy (zero: lowest compared OMol25 entry of this formula, charge and spin) (kcal per mole): 27.4
Structure (SMILES): C/C=C/C1CC1
Gap between HOMO and LUMO (hartree): 0.3747
DFT total energy (eV): -6382.6701

Geometry as ORCA input:
```
! wB97M-V def2-TZVPD RIJCOSX def2/J DEFGRID3
* xyz 0 1
C -2.339 -0.925 -0.383
C -1.176 -0.244 0.273
C -0.580 0.841 -0.216
C 0.805 1.281 0.098
C 1.783 0.342 0.745
C 1.843 0.566 -0.737
H -1.987 -1.886 -0.781
H -2.711 -0.343 -1.233
H -3.168 -1.138 0.300
H -0.740 -0.752 1.134
H -1.041 1.363 -1.057
H 0.966 2.345 0.268
H 2.573 0.782 1.347
H 1.431 -0.620 1.105
H 1.444 -0.225 -1.369
H 2.672 1.118 -1.166
*
```

Löwdin population analysis, charges in e, atoms 1 to 8: -0.11 -0.17 -0.11 -0.30 -0.13 -0.12 0.07 0.07